Entry a
Here is a 2-piece molecular cluster, C4H14N3S overall from OMol25. Energies are from ωB97M-V/def2-TZVPD.

Computed properties:
Charge: +1
Kohn-Sham gap: 9.74 eV
LUMO level: -3.1 eV

Atoms and positions in Å:
C 1.095 -1.241 -0.063
C 1.847 -2.119 0.663
N 3.216 -1.956 0.815
N -0.358 -1.496 -0.102
H 1.391 -0.342 -0.569
H 1.438 -2.984 1.132
H 3.738 -2.794 1.092
H 3.686 -1.473 0.060
H -0.828 -1.332 -1.027
H -0.854 -0.831 0.545
H -0.497 -2.482 0.163
C -1.840 1.726 -0.727
C -0.899 1.610 0.493
S -1.516 0.656 1.935
N -1.174 2.589 -1.791
H -2.162 0.758 -1.057
H -2.747 2.273 -0.411
H 0.043 1.123 0.216
H -0.551 2.643 0.748
H -0.333 0.608 2.600
H -0.716 2.025 -2.471
H -1.983 3.038 -2.243

Entry b
Here is a 2-piece molecular cluster, C4H14N3S overall from OMol25. Energies are from ωB97M-V/def2-TZVPD.

Computed properties:
Charge: +1
Kohn-Sham gap: 9.71 eV
LUMO level: -3.2 eV

Atoms and positions in Å:
C -2.221 -2.280 -0.936
N -1.777 -1.300 0.063
C -1.122 -1.614 1.174
N -0.600 -0.748 2.039
H -1.594 -2.181 -1.841
H -3.235 -2.005 -1.292
H -2.106 -3.313 -0.566
H -1.796 -0.278 -0.175
H -1.018 -2.673 1.373
H -0.611 0.264 1.898
H 0.034 -1.106 2.710
C 1.866 2.022 -0.168
C 0.710 1.069 -0.594
S -0.892 1.822 -0.179
N 3.157 1.160 0.058
H 2.003 2.960 -0.816
H 1.567 2.455 0.847
H 0.692 0.842 -1.684
H 0.831 0.106 0.024
H -1.284 2.097 -1.436
H 3.509 0.889 -0.868
H 3.886 1.812 0.368

Entry c
Here is a 2-piece molecular cluster, C4H14N3S overall from OMol25. Energies are from ωB97M-V/def2-TZVPD.

Computed properties:
Charge: +1
Kohn-Sham gap: 9.69 eV
LUMO level: -3.0 eV

Atoms and positions in Å:
C -1.666 -0.614 -1.200
C -2.023 0.633 -0.404
S -1.108 2.061 -1.081
N -2.060 -1.800 -0.446
H -2.128 -0.540 -2.190
H -0.591 -0.645 -1.347
H -3.089 0.820 -0.429
H -1.734 0.504 0.642
H -1.496 2.951 -0.158
H -3.065 -1.926 -0.454
H -1.638 -2.632 -0.830
C 2.686 -0.881 1.155
C 1.426 -0.483 1.005
N 1.132 0.960 0.956
N 3.087 -2.171 1.309
H 3.486 -0.153 1.232
H 0.541 -1.104 0.955
H 0.412 1.236 1.635
H 1.959 1.497 1.214
H 0.783 1.285 0.040
H 2.451 -2.889 0.986
H 4.054 -2.369 1.102

Energy ordering: entry b at the bottom, the next structure 29.5 kJ/mol above.

Entry a
Here is C4H12N2O2 as an isolated structure from OMol25. Energies are from ωB97M-V/def2-TZVPD.

Computed properties:
Charge: 0
Kohn-Sham gap: 9.94 eV
LUMO level: 0.8 eV

Atoms and positions in Å:
C 1.400 0.805 0.187
C -0.468 -0.300 -1.235
C -1.802 0.089 -0.573
C 0.406 -1.490 0.749
N 0.658 -0.505 -0.308
N -1.817 1.305 0.227
O 1.246 1.050 1.552
O 2.626 0.416 -0.210
H 2.016 0.655 1.982
H 1.923 -0.520 -0.692
H 0.946 1.651 -0.345
H -1.571 2.118 -0.325
H -1.173 1.257 1.008
H -0.161 0.476 -1.941
H -0.603 -1.224 -1.805
H -2.151 -0.733 0.056
H -2.544 0.191 -1.370
H 1.349 -1.718 1.244
H -0.297 -1.120 1.497
H 0.015 -2.405 0.303

Entry b
Here is a 2-piece molecular cluster, C4H12N2O2 overall from OMol25. Energies are from ωB97M-V/def2-TZVPD.

Computed properties:
Charge: 0
Kohn-Sham gap: 10.21 eV
SMILES string: CC(C)NC(N)=O.O
LUMO level: 0.7 eV

Atoms and positions in Å:
C -1.391 0.110 0.077
C -0.016 -0.534 -0.049
C 0.856 -0.249 1.186
N 0.623 -0.103 -1.288
C 0.865 1.223 -1.548
N 1.333 1.455 -2.834
O 0.679 2.138 -0.775
H -1.890 -0.007 1.038
H -1.302 1.173 -0.048
H -2.146 -0.256 -0.627
H -0.190 -1.593 -0.211
H 1.828 0.100 0.839
H 1.063 -1.108 1.783
H 0.408 0.488 1.826
H 1.046 -0.749 -1.926
H 1.772 0.743 -3.385
H 1.476 2.411 -3.106
H -1.716 -1.029 2.711
H -2.010 -2.417 3.239
O -1.289 -1.796 3.099

Entry c
Here is a 2-piece molecular cluster, C4H12N2O2 overall from OMol25. Energies are from ωB97M-V/def2-TZVPD.

Computed properties:
Charge: 0
Kohn-Sham gap: 10.44 eV
SMILES string: CCCNC(N)=O.O
LUMO level: 0.6 eV

Atoms and positions in Å:
C -1.122 -0.897 0.154
N -0.221 0.150 0.572
C 1.077 0.070 0.977
N 1.711 -1.134 0.883
O 1.650 1.117 1.277
C -1.517 -0.651 -1.337
C -1.981 -1.981 -1.965
H -1.945 -1.030 0.814
H -0.568 -1.881 0.164
H -0.677 1.001 0.721
H 1.150 -1.854 0.435
H 2.645 -1.310 0.522
H -2.431 -0.051 -1.528
H -0.644 -0.180 -1.919
H -2.032 -1.939 -2.997
H -1.093 -2.693 -1.808
H -2.925 -2.520 -1.726
H 0.753 2.825 -0.861
H 0.992 2.627 0.650
O 0.550 3.214 0.020

Energy ordering: entry b at the bottom, the next structure 56.1 kJ/mol above.

Entry a
Here is C4H12N2O2 as an isolated structure from OMol25. Energies are from ωB97M-V/def2-TZVPD.

Computed properties:
Charge: 0
Kohn-Sham gap (spin up / spin down): 7.99 / 7.99 eV
LUMO level (spin up / spin down): -0.1 / -0.1 eV

Atoms and positions in Å:
C -1.273 -0.186 0.407
C -1.313 1.267 0.819
C -2.047 -0.549 -0.853
H -1.608 -0.813 1.232
H -0.032 -0.266 -0.193
H -0.566 1.457 1.599
H -3.121 -0.380 -0.706
H -2.296 1.546 1.215
H -1.120 1.927 -0.032
H -1.922 -1.606 -1.098
H -1.735 0.050 -1.713
C 2.290 0.614 -0.342
N 1.266 -0.373 -0.563
O 1.723 -1.454 -1.337
N 0.765 -1.167 1.070
O 1.177 -0.647 2.028
H 2.141 -2.082 -0.719
H 1.995 1.256 0.492
H 3.258 0.169 -0.074
H 2.419 1.235 -1.234

Entry b
Here is a 2-piece molecular cluster, C4H12N2O2 overall from OMol25. Energies are from ωB97M-V/def2-TZVPD.

Computed properties:
Charge: 0
Kohn-Sham gap: 10.11 eV
SMILES string: C[C@@H](N)CNC=O.O
LUMO level: 0.7 eV

Atoms and positions in Å:
C -0.660 -0.821 0.474
N -0.215 -0.277 1.742
C -0.861 0.759 2.321
O -1.902 1.222 1.905
C -0.749 0.169 -0.722
C 0.173 1.359 -0.626
N -0.562 -0.628 -1.934
H -1.656 -1.249 0.620
H -0.132 -1.724 0.177
H 0.728 -0.518 2.000
H -0.362 1.159 3.220
H -1.765 0.422 -0.764
H 1.207 1.117 -0.363
H 0.277 1.853 -1.595
H -0.106 2.085 0.137
H 0.401 -0.819 -2.179
H -1.048 -0.235 -2.724
H 1.984 -0.633 -0.611
H 2.591 -2.014 -0.813
O 2.655 -1.227 -0.264

Entry c
Here is a 2-piece molecular cluster, C4H12N2O2 overall from OMol25. Energies are from ωB97M-V/def2-TZVPD.

Computed properties:
Charge: 0
Kohn-Sham gap: 9.97 eV
SMILES string: CN[C@H](N)C=O.CO
LUMO level: 0.9 eV

Atoms and positions in Å:
C 0.218 0.359 -0.888
C -0.629 -0.282 0.207
C 3.069 0.332 -0.657
C -2.967 -0.348 0.890
N -1.948 0.317 0.086
N -0.117 -0.061 1.546
O 1.918 -0.511 -0.665
O 0.157 -0.059 -2.091
H 1.508 -0.684 -1.673
H 0.511 1.400 -0.661
H -2.214 0.313 -0.894
H -0.633 -1.372 0.031
H -0.094 0.932 1.756
H 0.820 -0.436 1.628
H 2.969 1.138 -1.389
H 3.176 0.756 0.342
H 3.953 -0.264 -0.894
H -2.679 -0.298 1.939
H -3.914 0.174 0.762
H -3.106 -1.406 0.625

Entry d
Here is a 2-piece molecular cluster, C4H12N2O2 overall from OMol25. Energies are from ωB97M-V/def2-TZVPD.

Computed properties:
Charge: 0
Kohn-Sham gap: 10.12 eV
SMILES string: C[C@H](N)CC(N)=O.O
LUMO level: 0.7 eV

Atoms and positions in Å:
C 0.903 -1.415 -0.267
C -0.171 -0.660 -1.037
C -0.022 0.870 -0.978
C -0.289 1.403 0.389
N -1.578 1.509 0.810
O 0.601 1.671 1.191
N -0.172 -0.998 -2.454
H 1.779 -0.861 0.067
H 1.179 -2.411 -0.617
H 0.520 -1.764 0.709
H -1.135 -0.922 -0.607
H 0.976 1.165 -1.205
H -0.819 1.196 -1.640
H -1.801 1.924 1.698
H -2.386 1.359 0.230
H 0.501 -0.567 -3.050
H -0.319 -1.983 -2.594
H 0.573 0.920 2.982
H 0.768 -0.588 2.887
O 0.892 0.153 3.487

Energy ordering: entry d at the bottom, the next structure 27.7 kJ/mol above.

Entry a
Here is C4H12N2O2 as an isolated structure from OMol25. Energies are from ωB97M-V/def2-TZVPD.

Computed properties:
Charge: 0
Kohn-Sham gap (spin up / spin down): 8.21 / 8.21 eV
LUMO level (spin up / spin down): 0.1 / 0.1 eV

Atoms and positions in Å:
C -1.631 0.529 -0.106
C -2.342 -0.771 0.151
O -1.490 1.330 0.987
H -0.694 0.957 1.483
H -2.008 1.072 -0.974
H -0.182 0.490 -0.615
H -2.319 -1.423 -0.724
H -3.386 -0.574 0.424
H -1.891 -1.298 0.996
C 0.893 -1.598 -0.556
N 1.898 0.901 -0.727
C 0.728 -0.259 0.103
N 2.433 1.733 0.212
O 0.808 -0.104 1.342
H 1.487 1.430 -1.497
H 1.780 2.158 0.873
H 3.105 1.226 0.782
H 1.914 -1.957 -0.415
H 0.696 -1.527 -1.628
H 0.200 -2.315 -0.110

Entry b
Here is one molecule with the formula C4H12N2O2 from OMol25. Energies are from ωB97M-V/def2-TZVPD.

Computed properties:
Charge: 0
Kohn-Sham gap: 10.30 eV
SMILES string: NCC[C@@H](O)[C@H](N)O
LUMO level: 0.8 eV

Atoms and positions in Å:
C -0.223 -1.808 0.585
C 0.719 -0.581 0.650
C 0.919 0.077 -0.708
C -0.124 1.350 -0.869
N -1.388 -1.503 -0.217
N 0.572 2.625 -0.787
O -0.534 -2.225 1.895
O 0.215 0.312 1.600
H -0.611 -1.420 2.431
H 0.252 1.239 1.089
H 0.297 -2.645 0.106
H 1.721 -0.946 0.958
H -1.921 -0.764 0.231
H -1.990 -2.318 -0.259
H 1.042 2.840 -1.662
H -0.077 3.379 -0.590
H 1.902 0.548 -0.766
H 0.772 -0.644 -1.510
H -1.048 1.321 -0.287
H -0.496 1.163 -1.888

Entry c
Here is a 2-piece molecular cluster, C4H12N2O2 overall from OMol25. Energies are from ωB97M-V/def2-TZVPD.

Computed properties:
Charge: 0
Kohn-Sham gap: 9.51 eV
SMILES string: C[C@@H](N)C(=O)O.CN
LUMO level: 0.8 eV

Atoms and positions in Å:
C 0.573 -0.704 -0.395
C 0.838 -1.245 -1.780
C 0.296 1.088 -0.676
N 1.724 -0.814 0.485
O 1.307 1.686 -0.024
O -0.172 1.564 -1.681
H 1.936 0.973 0.257
H -0.306 -1.175 0.062
H 1.448 -0.844 1.459
H 2.272 -1.647 0.297
H 0.899 -2.337 -1.762
H 1.761 -0.826 -2.183
H 0.015 -0.983 -2.442
C -1.909 0.964 0.684
N -1.488 0.392 1.936
H -2.250 -0.042 2.443
H -1.044 1.084 2.525
H -2.186 2.019 0.678
H -2.705 0.377 0.226
H -1.008 0.471 -0.109

Energy ordering: entry b at the bottom, the next structure 156.3 kJ/mol above.